{"formula": "C34H41F6MnN10P2S", "method": "ωB97M-V with the def2-TZVPD basis set", "elements": ["Mn", "C", "C", "C", "C", "C", "N", "C", "C", "C", "C", "C", "C", "C", "N", "C", "C", "C", "N", "C", "C", "N", "C", "C", "C", "N", "H", "H", "H", "H", "H", "H", "H", "H", "H", "H", "H", "H", "H", "H", "H", "H", "H", "H", "N", "C", "C", "C", "N", "C", "N", "C", "C", "P", "C", "C", "C", "C", "H", "H", "H", "H", "H", "H", "H", "H", "H", "H", "H", "H", "H", "H", "H", "F", "P", "F", "F", "F", "F", "F", "S", "C", "N", "C", "C", "C", "N", "H", "H", "H", "H", "H", "H", "H", "H"], "positions_angstrom": [[-0.16511, 0.56575, -0.11673], [4.61006, -1.86134, -5.08099], [3.57175, -1.68281, -4.00446], [3.24822, -2.68401, -3.10973], [2.32406, -2.47636, -2.09770], [1.61330, -1.27244, -1.92553], [0.72886, -1.08620, -0.87056], [0.78732, -2.08990, 0.11728], [0.15787, -3.32531, 0.03127], [0.20384, -4.22908, 1.08099], [0.88343, -3.93714, 2.26068], [0.89517, -4.91160, 3.40935], [1.53464, -2.71389, 2.34862], [1.50212, -1.82622, 1.28621], [2.17281, -0.57351, 1.41341], [3.40099, -0.36276, 1.92755], [3.65838, 0.98650, 1.85630], [2.51493, 1.53609, 1.26370], [1.62193, 0.58999, 1.00711], [1.95163, -0.25826, -2.85586], [2.91619, -0.47019, -3.83337], [1.26628, 0.98621, -2.85775], [1.57663, 2.01433, -3.75737], [1.60512, 3.22010, -3.20376], [1.22161, 3.10341, -1.76615], [0.95249, 1.59751, -1.62110], [4.90250, -2.90802, -5.16897], [5.51158, -1.28222, -4.86456], [4.23823, -1.53518, -6.05457], [3.73763, -3.65052, -3.17764], [2.15420, -3.29325, -1.41339], [-0.37222, -3.57113, -0.88212], [-0.30704, -5.18237, 0.98644], [1.24917, -5.89321, 3.08850], [-0.10702, -5.04760, 3.82271], [1.54628, -4.56695, 4.21352], [2.05453, -2.43736, 3.26110], [3.99704, -1.19020, 2.27734], [4.54957, 1.50278, 2.17092], [2.28367, 2.56612, 1.04119], [3.18648, 0.35082, -4.48565], [1.74035, 1.76910, -4.79395], [1.77483, 4.16055, -3.70286], [1.88351, 3.56500, -1.03418], [-0.47584, 1.90680, -1.56736], [-0.25917, 3.24945, -1.57743], [-1.02697, 4.36693, -1.61004], [-0.32777, 5.60599, -1.74978], [0.27144, 6.57773, -1.90785], [-2.44995, 4.38094, -1.58554], [-3.60153, 4.39690, -1.61160], [-3.93481, 1.52412, 0.03545], [-3.43574, 1.07095, -1.33733], [-2.09406, -0.15347, -1.27648], [-2.97370, -1.67812, -0.72891], [-3.92507, -2.30481, -1.74534], [-1.65838, -0.52687, -3.01834], [-2.69796, -0.18247, -4.08464], [-4.66575, 2.32140, -0.09149], [-3.12101, 1.92010, 0.64411], [-4.40611, 0.70574, 0.58483], [-3.06682, 1.92528, -1.90172], [-4.24769, 0.64108, -1.92801], [-3.52381, -1.41407, 0.17415], [-2.22000, -2.40310, -0.41969], [-4.70396, -1.60786, -2.05852], [-4.42167, -3.16916, -1.30176], [-3.40020, -2.64953, -2.63719], [-1.38419, -1.58444, -3.04550], [-0.74884, 0.03267, -3.22260], [-3.64840, -0.69507, -3.93981], [-2.31610, -0.46382, -5.06740], [-2.89520, 0.89008, -4.10541], [-0.62589, 2.31700, 1.25545], [-0.48929, 3.78506, 2.11124], [0.53118, 4.29053, 0.97476], [-1.74131, 4.32076, 1.30100], [-0.34624, 5.12788, 2.93444], [-1.44691, 3.12614, 3.22616], [0.80105, 3.14574, 2.89600], [-1.38797, -0.52737, 1.61571], [-0.93579, -0.24100, 3.25099], [0.05643, 0.52851, 3.64539], [0.24192, 0.91985, 5.04090], [-0.14883, -0.23963, 5.93626], [-1.56185, -0.67990, 5.59984], [-1.66611, -0.90306, 4.15947], [0.45817, 1.13776, 2.94739], [-0.36441, 1.80492, 5.24644], [1.28628, 1.19277, 5.17398], [-0.09191, 0.05739, 6.98203], [0.54024, -1.07311, 5.78205], [-2.28184, 0.07862, 5.91489], [-1.80871, -1.61166, 6.10646], [-2.43678, -1.43573, 3.79508]], "forces_ev_per_angstrom": [[0.71, 0.01, -0.11], [-0.02, 0.01, 0.02], [0.01, 0.06, -0.02], [0.00, -0.08, 0.04], [-0.03, -0.02, 0.04], [0.38, 0.15, 0.04], [-0.62, -0.25, -0.22], [0.22, 0.27, 0.14], [-0.08, -0.11, 0.02], [-0.05, -0.05, -0.08], [0.04, 0.01, 0.04], [0.01, 0.01, 0.00], [0.03, -0.06, 0.11], [-0.06, 0.09, 0.01], [0.11, -0.10, -0.01], [0.00, 0.00, 0.01], [0.05, 0.01, 0.00], [-0.03, 0.05, 0.00], [-0.02, -0.06, 0.08], [0.01, 0.10, 0.01], [0.03, 0.03, -0.03], [-0.03, -0.10, 0.03], [0.06, -0.09, -0.09], [0.01, 0.02, 0.00], [0.15, 0.05, 0.17], [-0.54, 0.01, 0.04], [-0.01, 0.02, 0.01], [-0.02, -0.01, 0.00], [0.00, -0.01, 0.02], [-0.03, 0.03, 0.00], [-0.04, 0.01, 0.02], [0.02, 0.01, 0.02], [0.02, 0.05, -0.01], [-0.01, 0.03, 0.00], [0.02, 0.02, -0.02], [-0.02, -0.01, -0.02], [-0.02, -0.01, -0.04], [-0.03, 0.05, -0.02], [-0.06, -0.03, -0.02], [0.02, -0.07, 0.03], [0.00, -0.03, 0.02], [-0.03, 0.01, 0.01], [0.00, -0.03, 0.02], [-0.04, 0.00, -0.01], [-0.37, 0.05, -0.17], [0.21, 0.11, 0.10], [0.04, 0.09, 0.00], [-0.02, 0.12, -0.07], [-0.05, -0.16, 0.05], [-0.10, -0.04, 0.02], [0.14, -0.01, 0.01], [0.03, -0.01, -0.04], [-0.01, 0.06, 0.06], [-0.07, -0.30, -0.27], [0.03, 0.02, 0.02], [0.00, 0.01, -0.04], [0.08, 0.06, 0.01], [-0.02, 0.01, 0.02], [-0.01, -0.01, 0.00], [-0.01, 0.00, 0.00], [0.04, 0.03, 0.00], [-0.01, -0.02, 0.01], [-0.04, -0.01, 0.02], [0.01, 0.00, 0.03], [0.01, 0.01, 0.01], [0.01, -0.02, 0.01], [0.01, 0.00, 0.00], [-0.02, 0.01, 0.02], [-0.01, -0.01, -0.01], [0.00, -0.04, -0.01], [0.02, 0.01, 0.00], [0.00, 0.00, 0.01], [0.00, -0.02, 0.00], [0.22, 0.02, -0.11], [0.08, -0.07, 0.34], [0.03, 0.03, -0.12], [-0.09, 0.03, -0.11], [0.01, 0.12, 0.03], [-0.05, -0.03, 0.01], [-0.09, -0.16, 0.02], [-0.15, -0.01, 0.14], [-0.22, -0.21, -0.35], [0.10, 0.21, 0.08], [0.01, 0.00, -0.05], [0.02, -0.02, -0.02], [-0.01, -0.06, -0.08], [0.12, 0.14, 0.27], [0.03, 0.05, -0.06], [0.00, 0.02, 0.00], [0.02, 0.01, -0.01], [0.00, 0.01, 0.02], [0.01, 0.00, 0.01], [-0.02, 0.03, 0.00], [-0.02, -0.02, 0.00], [-0.01, -0.03, -0.04]], "homo_energy_ev": [-7.1, -7.1], "orbital_gap_ev": [6.829, 6.688], "total_charge": 0, "lumo_ev": [-0.231, -0.399], "total_energy_ev": -127866.468, "molar_mass_da": 852.7, "fmax_ev_per_a": 0.72}

{"formula": "C34H42EuN4O3P2S", "method": "ωB97M-V with the def2-TZVPD basis set", "elements": ["Eu", "C", "C", "C", "C", "C", "C", "C", "C", "C", "H", "H", "H", "H", "H", "H", "H", "H", "H", "H", "H", "H", "H", "H", "H", "P", "P", "N", "N", "N", "N", "C", "C", "C", "C", "C", "C", "C", "C", "C", "C", "C", "C", "C", "C", "C", "C", "C", "C", "H", "H", "H", "H", "H", "H", "H", "H", "H", "H", "H", "H", "H", "H", "H", "H", "H", "H", "H", "H", "C", "C", "C", "C", "C", "C", "C", "S", "O", "O", "O", "H", "H", "H", "H", "H", "H", "H"], "positions_angstrom": [[-1.52485, -0.39347, -1.78478], [-4.96756, 1.72840, -0.95962], [-4.37500, 2.13996, 0.16182], [-4.62110, 1.47337, 1.46484], [-4.62608, -0.07029, 1.38624], [-3.64023, -0.69731, 0.42702], [-3.72429, -0.80840, -0.93657], [-5.09376, -0.71461, -1.55609], [-5.84974, 0.54052, -1.12294], [1.40670, -2.38043, -2.01983], [-4.90419, 2.34627, -1.85387], [-3.82960, 3.09566, 0.16890], [-5.62321, 1.80554, 1.77807], [-3.92957, 1.82101, 2.24910], [-4.42272, -0.44299, 2.40838], [-5.65384, -0.42777, 1.17979], [-2.97236, -1.40327, 0.92585], [-3.19555, -1.68610, -1.48531], [-5.62692, -1.65248, -1.29414], [-4.96648, -0.74042, -2.64272], [-6.53572, 0.76936, -1.94347], [-6.46442, 0.34942, -0.23813], [1.62148, -1.83288, -2.94944], [1.25948, -3.46903, -2.09482], [1.95679, -2.08962, -1.11381], [-0.09920, -1.31706, 1.37730], [0.77310, 1.75834, 1.23789], [-1.27342, -2.80982, 0.84682], [0.63499, -2.31647, 2.56471], [-0.32566, 2.11658, -0.25496], [1.12330, 3.42858, 1.43337], [-1.09720, -0.11040, 2.38760], [-0.50981, 1.32395, 2.50222], [-1.33707, -3.26466, -0.48799], [-2.28642, -4.28734, -0.57178], [-2.84898, -4.45298, 0.71781], [-2.20651, -3.54775, 1.56749], [1.53430, -3.35189, 2.24709], [2.08369, -3.83763, 3.42097], [1.51293, -3.09604, 4.50048], [0.63320, -2.18018, 3.95353], [0.12071, 2.62563, -1.46971], [-0.88112, 2.57896, -2.42386], [-2.07085, 2.17336, -1.76251], [-1.67861, 1.84797, -0.44132], [0.16824, 4.43282, 1.66765], [0.79206, 5.66949, 1.66788], [2.18679, 5.43864, 1.41990], [2.36419, 4.07809, 1.26284], [-1.34373, -0.52897, 3.38221], [-2.08847, -0.00549, 1.90027], [-1.32894, 2.07201, 2.45709], [-0.03141, 1.46382, 3.48556], [-0.56603, -2.97636, -1.19301], [-2.52017, -4.84621, -1.46828], [-3.61209, -5.16208, 0.99989], [-2.34033, -3.38251, 2.63151], [1.76421, -3.55639, 1.21638], [2.81200, -4.61586, 3.50366], [1.72633, -3.19733, 5.54391], [0.08673, -1.36784, 4.40032], [1.07357, 3.10539, -1.53454], [-0.77949, 2.82750, -3.47967], [-3.02010, 1.92773, -2.24849], [-2.27093, 1.42472, 0.36369], [-0.86129, 4.16975, 1.78471], [0.31106, 6.62370, 1.81916], [2.95773, 6.20802, 1.36613], [3.23814, 3.50802, 1.01055], [8.32988, -1.08655, -2.84902], [6.90666, -0.68897, -2.60512], [6.56454, -0.12113, -1.37464], [5.27330, 0.32264, -1.09096], [4.27057, 0.16462, -2.06982], [4.58995, -0.43655, -3.28819], [5.88807, -0.88312, -3.54438], [2.62046, 0.79824, -1.74671], [2.20658, 0.13231, -0.49134], [2.93131, 2.21755, -1.55862], [1.75387, 0.45510, -2.87528], [8.99937, -0.21059, -2.77438], [8.64121, -1.79722, -2.07332], [8.47946, -1.51058, -3.83765], [7.36855, -0.01246, -0.64554], [5.04860, 0.73917, -0.11320], [3.79625, -0.58208, -4.01322], [6.11466, -1.35262, -4.50753]], "forces_ev_per_angstrom": [[2.22, -0.13, -0.07], [-0.10, 0.82, 0.22], [-0.95, 0.90, -0.59], [-0.33, -0.18, 0.44], [-0.27, -0.38, 0.41], [1.36, -1.08, 2.11], [-1.16, -0.90, -2.39], [0.31, -0.48, -0.25], [-0.82, -0.20, -0.55], [1.08, -0.96, -0.21], [0.24, 0.01, 0.13], [-0.28, -0.54, -0.09], [0.19, -0.05, 0.27], [-0.04, -0.09, -0.29], [0.06, 0.04, -0.41], [0.52, 0.14, 0.16], [-0.34, 0.42, -0.33], [-1.02, 0.20, 1.30], [-0.20, 0.52, -0.12], [-0.27, 0.13, -0.14], [-0.22, 0.06, 0.20], [0.12, 0.15, -0.30], [-0.32, -0.16, 0.64], [-0.21, 0.52, -0.14], [-0.52, 0.28, -0.49], [-1.48, -2.27, -0.82], [0.25, 0.51, -1.43], [0.06, 0.62, -0.18], [1.04, -0.16, 0.75], [-0.69, -0.17, -0.65], [-0.39, 1.45, 0.67], [-0.76, -0.30, 0.52], [-0.63, 0.94, 0.01], [-0.46, -0.41, 1.11], [0.73, 0.91, 0.16], [0.76, 0.81, 0.46], [0.21, -0.07, -0.66], [0.13, 0.56, 0.95], [-0.90, 0.77, -0.74], [-0.72, 0.63, -0.92], [0.71, -0.31, -0.10], [-0.23, 0.09, 0.42], [0.01, 0.17, 0.39], [0.82, -0.59, 0.67], [-0.23, 0.44, 0.01], [1.15, 0.70, -0.08], [-0.19, -1.32, -0.04], [-0.12, -0.72, -0.06], [-0.66, 0.32, 0.28], [0.22, 0.32, -0.42], [0.77, -0.34, -0.05], [0.21, -0.52, 0.20], [0.15, -0.01, -0.43], [-0.13, 0.03, 0.06], [0.03, 0.04, 0.13], [0.06, 0.07, 0.06], [0.01, 0.01, -0.24], [-0.10, -0.19, -0.05], [0.18, -0.24, -0.06], [0.04, -0.06, 0.26], [-0.01, -0.22, 0.20], [0.41, -0.36, -0.11], [0.05, 0.16, 0.48], [0.42, 0.44, 0.54], [0.24, 0.14, -0.30], [-0.31, 0.01, 0.05], [0.00, -0.08, 0.00], [-0.25, -0.44, -0.06], [0.09, -0.12, -0.03], [0.36, 0.28, 0.23], [-0.77, -0.01, -0.16], [-0.16, 0.26, 0.03], [-0.01, -0.49, -0.52], [0.39, -0.36, -0.21], [-0.12, -0.06, 0.52], [0.27, 0.23, -0.03], [1.37, -0.21, 1.08], [0.11, 0.28, -1.12], [-0.51, -0.35, -0.14], [0.05, 0.25, 0.07], [-0.28, -0.31, 0.02], [0.10, 0.02, -0.29], [-0.04, -0.19, -0.02], [-0.30, 0.07, 0.02], [-0.09, 0.04, -0.23], [0.11, 0.08, -0.02], [-0.05, 0.16, 0.34]], "homo_energy_ev": [-5.0, -6.7], "orbital_gap_ev": [4.602, 5.853], "total_charge": 0, "lumo_ev": [-0.447, -0.837], "total_energy_ev": -96773.756, "molar_mass_da": 800.7, "fmax_ev_per_a": 2.83, "multiplicity": 8, "relative_energy_kcal_mol": 179.8, "s2": 15.772}